1.
C47H50LaN3OPS3 as an isolated structure, computed with the ωB97M-V functional and the def2-TZVPD basis.

Structure (XYZ):
```
106
Properties=species:S:1:pos:R:3
H 2.9442 3.3462 -2.9602
C 4.6110 -1.5852 -0.1074
C -4.0565 2.1397 0.2296
N -0.9963 -0.6352 -2.3767
C -2.4512 -0.2441 5.7848
H -4.1779 -2.5310 -0.0057
H 2.6776 -4.9056 -4.9164
C 3.2432 0.0651 1.0240
H -3.4186 3.1419 3.4931
H 2.8952 2.7169 3.8065
C -2.1312 0.1224 4.4769
C 0.4425 3.0202 -3.9307
H 1.3116 5.9510 -0.7147
H 0.3865 -2.1209 -5.0119
H -5.1001 2.4770 0.3112
C 1.9552 0.6237 1.2893
C 3.2264 2.5778 -2.2520
C 1.2859 5.0453 -1.3277
C 2.1975 -3.0306 -1.6306
H 4.6699 -2.4513 -0.6814
C -0.2240 -3.1654 0.8368
C -3.1804 2.7977 1.3484
H 1.6233 -6.1146 -2.9274
C 1.0928 -2.9097 1.0368
C 2.4874 -4.3896 -3.9925
C -2.2284 -1.3673 -2.3621
H 0.8885 -0.8927 -3.1120
H -1.0969 2.7820 2.1766
C -0.1566 -1.0702 -3.3002
H -3.8649 4.8487 1.0599
C -2.7884 -0.4115 3.3960
H -4.2957 -1.9235 2.9173
H -4.0385 1.0447 0.2915
S 1.7955 3.6889 -0.1792
H -2.1540 -2.5719 -5.5869
C -4.0907 -1.7877 5.0106
H 4.1988 2.2267 -2.5708
H 6.7493 -1.3383 0.0334
H 6.5064 0.4204 1.8114
C -0.4026 -1.7978 -4.4077
H 0.8987 1.9273 2.5105
C 5.7757 -0.9554 0.3305
C -2.9594 4.2803 0.9710
H -4.4945 -2.6979 -1.7875
H -2.5223 4.3454 -0.0193
C 3.0524 1.9854 2.9747
C 1.9413 -5.0270 -2.8877
P 1.7332 -1.8123 -0.2910
H -0.5815 5.7562 -2.3408
H -1.8847 0.1193 6.6171
H -3.7486 2.3356 -0.7717
C 3.3161 3.0578 -0.8005
C 2.7910 -2.4069 -2.7144
N -2.2831 -0.6985 -0.1420
H 4.0215 3.8594 -0.6524
H -2.2393 4.7467 1.6492
C 2.9986 -3.0833 -3.8917
C -3.8009 -1.3549 3.6850
N -2.8592 -0.8711 1.0476
C -2.6681 -1.9729 -3.5774
C -1.7562 2.2798 1.4013
H 0.6465 0.8719 -4.4334
C -0.9059 -3.9585 1.7685
H -3.9300 -1.2551 6.9880
H -0.8102 4.8328 -0.8076
H -3.7529 -2.1835 -3.6921
C -4.2189 -2.0050 -0.9995
H 1.9881 1.8273 -4.8827
La -0.3371 0.7866 -0.4520
C -3.4547 -1.1406 6.0161
O -1.4115 0.8181 1.7706
H -0.8099 -5.2815 3.4917
C 1.1079 -4.3557 2.9664
H 5.1658 1.8744 3.2071
H 1.6478 -4.8729 3.7718
S -0.7014 3.2632 -2.4974
H 1.3105 -4.8615 -0.8643
H 1.0783 3.9286 -3.9291
C 1.7914 -3.5495 2.0614
H -4.8353 -2.5491 5.2189
C 3.3630 -1.0951 0.1976
C 4.4103 0.5872 1.5992
C -1.8251 -2.1416 -4.6315
C 4.2961 1.5744 2.5977
H -4.9279 3.3660 2.5110
H 3.0589 -1.3341 -2.6302
H 3.4454 -2.5816 -4.7482
S 2.1399 1.1235 -2.5885
H -1.9833 -3.9938 1.6738
C 1.2833 1.7367 -4.0492
H 3.5920 2.2101 -0.1957
H -1.2957 0.8680 4.3698
C 1.8862 1.5750 2.2525
H 2.8537 -3.4076 2.3595
H -0.8488 -2.5329 0.1818
C -4.0181 2.7947 2.6205
C 5.6882 0.0581 1.2264
H -5.0902 -1.3231 -0.8417
C 1.7452 -4.3468 -1.7257
C -0.1936 4.8895 -1.7474
H -0.1735 3.2261 -4.7870
C -2.4259 -0.0939 2.0412
H -4.3394 1.8083 2.9238
C -2.9049 -1.3783 -1.1767
C -0.2638 -4.6129 2.8016
H 1.8934 5.2288 -2.2274
```

Summary:
Energy above the lowest of the compared OMol25 structures with the same formula, charge and spin   145.0 kJ/mol
Maximum force   3.080 eV/Å
Frontier orbital gap (spin up / spin down)   0.147 / 0.147 Ha
Net charge   -1
LUMO (spin up / spin down)   1.803 / 1.803 eV
Electronic energy   -98721.05038 eV


2.
The molecule C12H22O5, computed with the ωB97M-V functional and the def2-TZVPD basis.

Structure (XYZ):
```
39
Properties=species:S:1:pos:R:3
H -3.9973 -0.9114 1.5975
H 2.5718 -3.3994 1.0699
H 0.3837 2.7402 0.3523
C -1.4329 -2.4228 -0.9329
H -3.0093 1.7820 -0.6594
C 1.2040 1.8234 -1.4662
H -2.2897 1.0159 2.1724
C -2.9290 0.9002 1.3019
C -3.1152 -0.5961 1.0542
C 0.0462 2.2821 -0.5689
C 2.6515 -2.4166 0.6351
H -1.3645 -3.0098 -1.8350
O 3.2944 0.1899 1.3563
H -2.2788 -1.1761 1.4286
C -2.8800 -2.1878 -0.6283
C -0.9771 1.1841 -0.3356
H 3.2598 1.3828 -1.0947
H -0.8434 -1.5282 -1.0571
H -3.8957 1.3063 1.5705
H -0.6333 0.4131 0.3478
H 2.4704 -2.5130 -0.4316
C 4.1071 -0.5800 0.6042
O 5.0008 -0.1647 -0.1221
H 2.2777 -0.0278 -1.2499
C 2.3073 0.9604 -0.8064
H -1.1640 0.6909 -1.2783
H 2.3932 1.9850 1.0264
H -0.9808 -3.0123 -0.1483
H 1.6319 2.6821 -1.9652
H 1.3239 0.6350 1.1018
O -3.6714 -3.1149 -0.6501
C -2.3217 1.7147 0.1734
H -0.4740 3.0603 -1.1175
H 0.7449 1.2274 -2.2427
O 3.9512 -1.9077 0.8514
C 2.2705 0.9614 0.6975
H 1.8751 -1.7830 1.0517
O -3.3109 -0.9139 -0.3386
H -2.1963 2.7280 0.5361
```

Summary:
Energy above the lowest of the compared OMol25 structures with the same formula, charge and spin   142.7 kJ/mol
Maximum force   2.595 eV/Å
Frontier orbital gap   0.400 Ha
Net charge   0
LUMO   0.443 eV
Electronic energy   -23037.18276 eV


3.
An isolated ion of composition C4H9N2 and charge +1, computed with the ωB97M-V functional and the def2-TZVPD basis.

Structure (XYZ):
```
15
Properties=species:S:1:pos:R:3
C 1.3125 -0.8589 -1.2424
C -0.8577 2.4563 0.4561
H 1.1543 -0.3223 -2.1399
H -0.3731 3.2559 -0.0930
H 1.8229 -0.0011 -0.5366
H -1.6722 2.4753 1.0844
C -0.5584 -1.2336 0.3209
C -0.6118 0.1942 0.9945
H 2.0568 -1.6867 -1.5753
H -1.3271 -1.9084 0.7178
H 0.3765 -0.0720 1.5837
H -1.4190 0.4285 1.7386
N 0.1904 -1.5450 -0.6222
H 0.1927 -2.5427 -0.9208
N -0.2867 1.3605 0.2344
```

Summary:
Energy above the lowest of the compared OMol25 structures with the same formula, charge and spin   314.8 kJ/mol
Maximum force   5.399 eV/Å
Frontier orbital gap   0.351 Ha
Net charge   +1
LUMO   -4.452 eV
Electronic energy   -7264.87929 eV


4.
An isolated ion of composition C3H9N2 and charge +1, computed with the ωB97M-V functional and the def2-TZVPD basis.

Structure (XYZ):
```
14
Properties=species:S:1:pos:R:3
C -1.3423 0.0088 0.6747
H -1.3042 -0.6974 -1.3526
C 0.6371 -0.6468 -0.6503
H 2.5379 0.4363 -0.6482
N -0.4336 -0.0249 1.7127
H -2.2467 -0.6171 0.8075
H 1.2200 1.2144 -1.4094
H -0.8904 0.4894 2.4816
H 1.1684 1.1279 0.4073
H 0.7486 -1.1640 -1.6091
H -1.6923 1.0708 0.5987
C 1.4784 0.6440 -0.5184
N -0.7765 -0.3919 -0.5572
H 0.8956 -1.4496 0.0626
```

Summary:
Energy above the lowest of the compared OMol25 structures with the same formula, charge and spin   500.3 kJ/mol
Maximum force   2.809 eV/Å
Frontier orbital gap   0.246 Ha
Net charge   +1
LUMO   -8.288 eV
Electronic energy   -6225.86310 eV


5.
The molecule C21H25FN2O4S, computed with the ωB97M-V functional and the def2-TZVPD basis.

Structure (XYZ):
```
54
Properties=species:S:1:pos:R:3
C 2.3223 -2.5504 -0.5104
C -2.2825 1.6559 1.1694
H 2.2857 1.9344 -2.9065
F -0.3274 -3.3373 -1.1652
H 3.0473 -3.3413 -0.2962
H 4.1514 0.9946 -1.5565
C 3.1503 1.0856 -1.1271
C 0.3206 -2.2221 2.7175
N 3.0222 -1.2766 -0.5324
O 0.3248 2.2075 2.4653
H 0.4912 -1.9275 3.7413
C -0.0904 -2.9571 0.1126
C -2.5393 -0.3468 -0.7450
O 1.3556 0.4745 1.0799
O -6.0262 0.4561 -0.1628
C 1.3780 -2.2391 1.8263
H 2.9548 3.1232 -1.7715
H 3.8636 -0.4206 1.1911
H -1.7795 -2.5545 2.9930
C 2.4502 -0.2600 -1.2195
C -5.2073 -1.2349 -1.6218
H 4.4518 -2.0404 0.7580
C -1.1596 -2.9572 0.9895
H -4.7181 -0.9639 -2.5548
C -1.2818 0.0460 -0.3194
C -1.1660 1.0436 0.6308
O 1.4607 -0.4421 -1.9111
C -0.9515 -2.5730 2.3009
H 2.3597 -1.9614 2.1697
C -3.5365 1.2578 0.7488
H -2.1484 2.4188 1.9201
C -5.0650 -0.1183 -0.6208
H 0.5409 4.2031 1.5036
C 2.3879 2.1936 -1.8513
H -4.7472 -2.1437 -1.2411
H 0.4693 3.1805 -1.8698
H -6.2627 -1.4156 -1.8094
C 1.1940 -2.5907 0.4947
N 0.9626 2.7620 0.1110
C 0.9760 2.3990 -1.2945
C 0.5718 4.1142 0.4209
C 4.1366 -1.0773 0.3613
H 4.9811 -0.6368 -0.1733
H 1.9094 -2.7101 -1.5105
H -0.3962 -0.4216 -0.7200
H -2.6126 -1.1212 -1.4912
H 1.3145 4.8066 0.0234
H 0.4244 1.4703 -1.4323
C -3.6788 0.2549 -0.2137
H -0.4119 4.3673 0.0064
H -2.1355 -3.2511 0.6356
H 3.2428 1.3482 -0.0738
H -4.4304 1.7098 1.1526
S 0.4533 1.5849 1.1783
```

Summary:
Energy above the lowest of the compared OMol25 structures with the same formula, charge and spin   9.5 kJ/mol
Maximum force   1.046 eV/Å
Frontier orbital gap   0.328 Ha
Net charge   0
LUMO   -0.137 eV
Electronic energy   -46905.91402 eV


6.
A 2-piece molecular cluster, C2H3NOS overall, computed with the ωB97M-V functional and the def2-TZVPD basis.

Structure (XYZ):
```
8
Properties=species:S:1:pos:R:3
S -2.0434 2.3571 -0.9502
N -0.5007 1.6018 -1.3542
H -0.0463 -0.7235 -0.2796
H -0.6587 0.5482 0.8257
C -1.4713 1.1826 -2.1236
H 1.0275 0.5505 0.4272
C 0.0891 0.1788 0.1645
O -1.8732 0.5047 -2.9726
```

Summary:
Energy above the lowest of the compared OMol25 structures with the same formula, charge and spin   368.7 kJ/mol
Maximum force   4.673 eV/Å
Frontier orbital gap (spin up / spin down)   0.275 / 0.275 Ha
Net charge   0
LUMO (spin up / spin down)   -1.207 / -1.205 eV
Electronic energy   -16491.37685 eV